(1)
ORCA calculation (the ωB97M-V functional and the def2-TZVPD basis) on 4 unconnected molecules or ions with the total composition CH12N2O3 in a non-equilibrium geometry.

Geometry as ORCA input:
```
! RIJCOSX wB97M-V def2-TZVPD def2/J DEFGRID3
* xyz 0 1
N 1.363 -1.506 -0.593
C 1.294 -0.097 -0.935
N 2.574 0.580 -1.022
H 0.757 -2.066 -1.178
H 1.027 -1.614 0.351
H 0.774 0.143 -1.858
H 0.754 0.461 -0.173
H 3.205 0.337 -0.276
H 3.058 0.461 -1.895
H -4.322 -0.788 3.175
H -3.284 -0.663 2.008
O -3.835 -0.177 2.621
H 0.799 -0.591 2.766
H 0.784 0.067 4.141
O 0.336 0.075 3.283
H -2.215 1.508 -2.886
H -1.179 2.258 -3.745
O -1.890 1.612 -3.785
*
```

For the orbital gap, the calculation gives 9.75 eV. The value obtained for the largest force on an atom is 1.29 eV Å⁻¹. The calculation puts the HOMO energy at -0.3439 hartree. As for the SMILES: NCN.O.O.O. Its energy above the lowest of the compared OMol25 structures with the same formula, charge and spin is 92.9 kJ/mol. As for the LUMO energy: 0.39 eV.


(2)
ORCA calculation (the ωB97M-V functional and the def2-TZVPD basis) on 2 unconnected molecules or ions with the total composition C26H24N3S in a non-equilibrium geometry.

Geometry as ORCA input:
```
! RIJCOSX wB97M-V def2-TZVPD def2/J DEFGRID3
* xyz 1 1
C 4.685 0.937 3.236
N 3.272 0.605 3.223
C 2.282 1.522 3.092
C 1.017 0.874 3.107
C -0.212 1.492 2.912
C -1.481 0.805 2.989
C -1.786 -0.297 2.154
C -3.005 -0.956 2.263
C -3.936 -0.580 3.239
C -5.204 -1.365 3.400
C -3.660 0.531 4.049
C -2.472 1.232 3.910
C 1.311 -0.552 3.343
C 0.548 -1.670 3.641
C 1.183 -2.910 3.820
C 2.579 -3.024 3.739
C 3.377 -1.889 3.519
C 2.721 -0.678 3.345
H 5.277 0.022 3.297
H 4.943 1.494 2.324
H 4.927 1.578 4.096
H 2.501 2.585 3.063
H -0.214 2.579 2.899
H -1.039 -0.624 1.426
H -3.227 -1.799 1.605
H -5.845 -0.918 4.164
H -5.764 -1.408 2.458
H -5.002 -2.402 3.699
H -4.392 0.836 4.800
H -2.254 2.097 4.542
H -0.529 -1.575 3.746
H 0.576 -3.794 4.021
H 3.050 -4.000 3.860
H 4.463 -1.925 3.475
C 3.110 5.529 -3.160
C 1.824 5.170 -2.721
C 1.721 4.294 -1.641
C 2.858 3.780 -0.999
C 4.131 4.125 -1.444
C 4.250 5.008 -2.530
S 2.417 2.730 0.341
C 0.715 3.001 0.061
N -0.393 2.634 0.621
C -1.500 3.187 -0.202
C -0.860 4.035 -1.301
N 0.562 3.814 -1.042
H 3.220 6.220 -3.998
H 0.920 5.556 -3.193
H 4.994 3.702 -0.938
H 5.243 5.290 -2.883
H -2.079 2.355 -0.622
H -2.164 3.785 0.431
H -1.129 3.700 -2.307
H -1.109 5.096 -1.206
*
```

For the orbital gap, the calculation gives 6.15 eV. The value obtained for the largest force on an atom is 2.07 eV Å⁻¹. The calculation puts the HOMO energy at -0.3794 hartree. Its energy above the lowest of the compared OMol25 structures with the same formula, charge and spin is 40.3 kJ/mol. As for the LUMO energy: -4.18 eV.


(3)
ORCA calculation (the ωB97M-V functional and the def2-TZVPD basis) on 2 unconnected molecules or ions with the total composition C6H15P in a non-equilibrium geometry.

Geometry as ORCA input:
```
! RIJCOSX wB97M-V def2-TZVPD def2/J DEFGRID3
* xyz 0 1
C -1.796 0.786 -0.903
C -2.322 -0.545 1.290
C 1.390 -0.687 -1.298
C 0.499 0.073 0.826
C -1.450 -0.391 0.075
C 1.494 0.315 -0.208
P 3.232 0.185 0.712
H -2.342 0.449 -1.854
H -2.359 1.416 -0.270
H -0.774 1.114 -1.048
H -3.154 -1.247 1.243
H -2.905 0.341 1.557
H -1.743 -0.803 2.129
H 0.493 -0.617 -1.749
H 1.448 -1.667 -0.810
H 2.202 -0.553 -1.949
H 0.448 -0.891 1.218
H 0.197 0.857 1.587
H -1.257 -1.313 -0.277
H 1.433 1.319 -0.578
H 3.299 1.520 0.753
H 3.967 0.340 -0.445
*
```

For the orbital gap, the calculation gives 9.24 eV. The value obtained for the largest force on an atom is 5.41 eV Å⁻¹. The calculation puts the HOMO energy at -0.2998 hartree. Its energy above the lowest of the compared OMol25 structures with the same formula, charge and spin is 270.3 kJ/mol. As for the LUMO energy: 1.09 eV.


(4)
ORCA calculation (the ωB97M-V functional and the def2-TZVPD basis) on 2 unconnected molecules or ions with the total composition C10H12BrO3P in a non-equilibrium geometry.

Geometry as ORCA input:
```
! RIJCOSX wB97M-V def2-TZVPD def2/J DEFGRID3
* xyz 0 3
C -1.116 1.140 -0.163
C -1.704 -0.237 0.334
C 1.929 0.218 -0.803
C -0.382 2.106 0.934
C 1.829 1.740 -0.530
C 0.985 1.486 0.792
C -0.452 -0.141 -0.173
C 0.929 -0.119 0.236
C -2.799 -0.975 1.101
C -0.254 -2.498 -1.685
O 2.580 -0.490 -1.545
O 2.921 2.561 -0.258
O -2.357 -2.075 1.731
P 1.235 -2.393 -2.543
Br 1.534 -1.544 1.547
H -0.372 3.271 0.783
H -0.782 1.874 1.969
H 1.118 2.174 -1.311
H 1.544 1.477 1.712
H -3.496 -1.447 0.397
H -3.291 -0.186 1.639
H -1.053 -1.754 -1.962
H -0.474 -3.300 -0.947
H 3.559 2.630 -0.997
H -1.768 -1.748 2.438
H 1.845 -3.431 -1.747
H -1.709 1.659 -0.948
*
```

For the orbital gap (alpha / beta), the calculation gives 6.13 / 5.55 eV. The value obtained for the largest force on an atom is 3.99 eV Å⁻¹. The calculation puts the HOMO energy (alpha / beta) at -0.2223 / -0.3218 hartree. As for the LUMO energy (alpha / beta): 0.08 / -3.20 eV.


(5)
ORCA calculation (the ωB97M-V functional and the def2-TZVPD basis) on a molecular structure, C18H21Cl2CoN3O3PS in a non-equilibrium geometry.

Geometry as ORCA input:
```
! RIJCOSX wB97M-V def2-TZVPD def2/J DEFGRID3
* xyz 0 5
Co 0.887 0.239 -0.145
N 3.931 1.259 -3.047
C 3.323 0.917 -1.842
S 2.022 1.976 -1.336
N 3.673 -0.136 -1.202
N 2.940 -0.370 -0.164
C 3.389 -1.387 0.674
C 2.743 -1.771 1.790
C 3.362 -2.829 2.516
C 2.869 -3.222 3.783
C 1.782 -2.535 4.356
C 1.170 -1.541 3.680
C 1.645 -1.113 2.365
O 0.912 -0.236 1.838
H 3.800 2.145 -3.591
H 4.482 0.595 -3.556
H 4.244 -2.054 0.352
H 4.283 -3.296 2.242
H 3.135 -4.155 4.315
H 1.469 -3.007 5.213
H 0.344 -1.089 4.183
Cl 1.062 -0.445 -5.682
C -0.259 0.769 -5.591
Cl 0.192 2.276 -4.892
H -1.001 0.378 -4.850
H -0.641 0.873 -6.635
C -1.426 3.096 -0.283
P -1.339 1.348 -0.269
C -2.203 1.038 -1.861
C -2.536 0.859 0.976
C -3.487 1.849 1.468
C -4.431 1.552 2.410
C -4.469 0.185 2.850
C -3.561 -0.748 2.402
C -2.575 -0.377 1.482
H -1.149 3.469 0.713
H -2.452 3.383 -0.521
H -0.615 3.415 -0.975
H -2.984 1.814 -1.909
H -2.696 0.064 -1.744
H -1.567 1.101 -2.733
H -3.520 2.818 1.082
H -5.105 2.260 2.841
H -5.199 -0.142 3.604
H -3.443 -1.798 2.750
H -1.829 -1.142 1.150
O 0.613 -1.791 -0.913
C 0.197 -1.562 -2.061
O 0.222 -0.486 -2.664
H -0.205 -2.448 -2.570
*
```

For the orbital gap (alpha / beta), the calculation gives 7.37 / 5.85 eV. The value obtained for the largest force on an atom is 5.85 eV Å⁻¹. The calculation puts the HOMO energy (alpha / beta) at -0.2845 / -0.2992 hartree. Its energy above the lowest of the compared OMol25 structures with the same formula, charge and spin is 37.3 kJ/mol. As for the LUMO energy (alpha / beta): -0.37 / -2.29 eV.


(6)
ORCA calculation (the ωB97M-V functional and the def2-TZVPD basis) on a molecular structure, C19H7BrCl10N2OsS.

Geometry as ORCA input:
```
! RIJCOSX wB97M-V def2-TZVPD def2/J DEFGRID3
* xyz 2 1
Os -0.161 1.357 -0.169
Cl 0.095 2.991 1.778
C -0.064 1.921 3.180
C 0.477 2.362 4.368
C 0.323 1.558 5.488
C -0.351 0.354 5.389
C -0.874 -0.060 4.172
Cl -1.689 -1.575 4.093
C -0.751 0.724 3.019
S -1.498 0.218 1.506
H 0.996 3.309 4.422
H 0.731 1.874 6.438
H -0.476 -0.281 6.255
Cl 0.397 -2.145 -0.482
C -0.429 -1.347 -1.760
C -0.634 0.035 -1.733
C -1.331 0.523 -2.830
Cl -1.369 2.466 -2.967
C -1.831 -0.213 -3.884
Cl -2.764 0.461 -5.162
C -1.602 -1.590 -3.876
Cl -2.189 -2.561 -5.146
C -0.890 -2.153 -2.816
Cl -0.605 -3.830 -2.812
Br -3.259 3.637 -4.685
C -3.228 2.873 -2.960
C -3.886 2.772 -1.847
C -3.052 2.230 -0.687
N -1.821 2.153 -0.869
C 1.017 2.237 -1.089
C -1.405 3.250 -4.428
H -4.933 3.014 -1.716
H -3.572 1.929 0.222
H 1.879 2.833 -1.390
H -0.604 3.673 -5.008
Cl 3.918 -2.117 1.207
C 3.389 -0.703 2.112
Cl 2.709 -1.154 3.674
Cl 4.687 0.474 2.291
C 2.305 -0.066 1.347
N 1.421 0.381 0.785
*
```

For the orbital gap, the calculation gives 5.00 eV. The value obtained for the largest force on an atom is 0.56 eV Å⁻¹. The calculation puts the HOMO energy at -0.4892 hartree. Its energy above the lowest of the compared OMol25 structures with the same formula, charge and spin is 1112.2 kJ/mol. As for the LUMO energy: -8.32 eV.


Copy entry 3 word for word.
ORCA calculation (the ωB97M-V functional and the def2-TZVPD basis) on 2 unconnected molecules or ions with the total composition C6H15P in a non-equilibrium geometry.

Geometry as ORCA input:
```
! RIJCOSX wB97M-V def2-TZVPD def2/J DEFGRID3
* xyz 0 1
C -1.796 0.786 -0.903
C -2.322 -0.545 1.290
C 1.390 -0.687 -1.298
C 0.499 0.073 0.826
C -1.450 -0.391 0.075
C 1.494 0.315 -0.208
P 3.232 0.185 0.712
H -2.342 0.449 -1.854
H -2.359 1.416 -0.270
H -0.774 1.114 -1.048
H -3.154 -1.247 1.243
H -2.905 0.341 1.557
H -1.743 -0.803 2.129
H 0.493 -0.617 -1.749
H 1.448 -1.667 -0.810
H 2.202 -0.553 -1.949
H 0.448 -0.891 1.218
H 0.197 0.857 1.587
H -1.257 -1.313 -0.277
H 1.433 1.319 -0.578
H 3.299 1.520 0.753
H 3.967 0.340 -0.445
*
```

For the orbital gap, the calculation gives 9.24 eV. The value obtained for the largest force on an atom is 5.41 eV Å⁻¹. The calculation puts the HOMO energy at -0.2998 hartree. Its energy above the lowest of the compared OMol25 structures with the same formula, charge and spin is 270.3 kJ/mol. As for the LUMO energy: 1.09 eV.